[1]
A structure of composition C20H40O24Rb3S3 in a non-equilibrium geometry. Source: OMol25; level of theory: wB97M-V/def2-TZVPD.

The highest occupied orbital energy is -11.3 eV. The gap between HOMO and LUMO comes out at 8.05 eV. As for the total energy: -3858.485085 Eh.

```
! RIJCOSX wB97M-V def2-TZVPD def2/J DEFGRID3
* xyz 1 1
Rb 1.694 -2.860 41.700
Rb 0.905 1.947 44.046
Rb -2.987 1.923 42.237
S -0.720 -0.732 42.474
O -0.707 -2.157 42.732
O -1.515 -0.331 41.310
O -1.204 0.112 43.562
O 0.705 -0.386 42.209
C -6.709 1.617 36.346
C -7.126 2.164 37.692
O -6.970 1.003 38.607
C -5.985 0.927 39.571
O -5.046 1.712 39.626
O -5.944 -0.395 40.050
C -4.964 -1.014 40.796
H -6.912 2.269 35.497
H -7.332 0.804 35.973
H -5.656 1.357 36.452
H -8.134 2.567 37.798
H -6.556 3.038 38.007
H -4.875 -0.609 41.804
H -3.986 -0.954 40.319
H -5.134 -2.088 40.714
C -2.958 1.128 46.839
C -2.183 1.928 47.993
O -1.223 1.180 48.652
C 0.018 1.009 48.273
O 0.446 1.391 47.172
O 0.746 0.415 49.235
C 2.224 0.314 49.104
H -3.567 0.336 47.275
H -2.304 0.625 46.126
H -3.573 1.877 46.340
H -2.935 2.283 48.699
H -1.795 2.857 47.577
H 2.682 -0.270 48.306
H 2.702 -0.173 49.955
H 2.777 1.253 49.079
C -0.480 -5.954 45.083
C -0.190 -5.490 43.640
O -0.211 -6.557 42.697
C -0.165 -6.323 41.374
O 0.111 -5.285 40.824
O -0.446 -7.442 40.750
C -0.772 -7.363 39.436
H -0.020 -6.916 45.311
H -1.538 -6.005 45.339
H -0.105 -5.309 45.878
H 0.781 -4.996 43.653
H -0.845 -4.748 43.183
H -1.507 -8.133 39.204
H 0.076 -7.520 38.769
H -1.276 -6.419 39.229
C 4.793 1.122 44.084
C 4.325 0.964 42.666
O 5.177 0.154 41.859
C 5.118 -1.158 41.771
O 4.401 -1.930 42.348
O 5.944 -1.577 40.788
C 6.072 -3.030 40.531
H 4.717 0.273 44.763
H 4.256 1.958 44.532
H 5.831 1.452 44.028
H 4.173 1.927 42.180
H 3.318 0.546 42.652
H 5.111 -3.471 40.266
H 6.591 -3.548 41.338
H 6.626 -3.155 39.600
C 0.871 -2.160 46.188
C 1.861 -1.326 45.691
O 3.131 -1.877 45.966
S 3.018 -3.607 45.857
O 3.875 -4.141 46.864
O 3.141 -4.093 44.480
O 1.410 -3.503 46.262
H 0.090 -2.340 45.449
H 0.565 -1.983 47.220
H 1.747 -0.417 46.281
H 1.712 -1.182 44.621
C -2.874 -4.057 40.657
C -3.391 -4.320 42.034
O -4.861 -4.409 42.026
S -5.149 -5.218 40.549
O -6.436 -4.917 39.953
O -4.773 -6.639 40.612
O -3.964 -4.316 39.823
H -2.098 -4.785 40.417
H -2.402 -3.091 40.478
H -3.129 -3.452 42.639
H -3.035 -5.294 42.371
*
```



[2]
A cluster of 2 separate species, C20H41BN4O2P in total in a non-equilibrium geometry. Source: OMol25; level of theory: wB97M-V/def2-TZVPD.

The highest occupied orbital energy is -11.6 eV. The gap between HOMO and LUMO comes out at 9.17 eV. As for the total energy: -1522.112241 Eh.

```
! RIJCOSX wB97M-V def2-TZVPD def2/J DEFGRID3
* xyz 1 1
C 2.188 -3.195 0.429
C 1.119 -3.021 -0.682
C -0.174 -2.252 -0.204
C -1.498 -3.006 -0.557
N -2.362 -3.374 0.579
C -1.880 -4.404 1.491
C -0.789 -5.319 0.921
N 0.033 -5.964 0.517
B -1.238 -3.814 2.875
C -2.059 -3.575 4.207
O 0.137 -3.535 2.915
C -3.041 -5.412 1.888
C -4.306 -4.711 2.246
N -5.185 -4.033 2.380
P -3.469 -6.638 0.521
O -3.486 -7.995 1.113
H 2.245 -2.268 1.019
H 1.928 -4.070 1.044
H 3.170 -3.444 -0.010
H 1.602 -2.440 -1.493
H 0.826 -3.972 -1.152
H -0.155 -1.317 -0.796
H -0.113 -1.937 0.847
H -2.091 -2.269 -1.133
H -1.326 -3.825 -1.286
H -3.251 -3.631 0.154
H -2.370 -4.578 4.575
H -2.991 -3.004 4.074
H -1.421 -3.171 5.009
H 0.196 -2.573 3.026
H -2.668 -5.970 2.760
H -4.783 -6.288 0.087
H -2.627 -6.472 -0.607
C 2.070 1.398 1.176
C 0.720 1.389 0.464
C 0.804 1.590 -1.052
C 1.462 2.866 -1.556
N 0.729 4.185 -1.318
C 0.699 4.995 -2.610
C -0.423 4.380 -3.419
C -1.483 4.018 -2.384
C -0.768 4.036 -1.035
C 1.378 4.981 -0.195
C 2.661 5.731 -0.546
C 3.913 4.902 -0.827
H 2.558 2.373 1.119
H 1.933 1.166 2.232
H 2.746 0.652 0.752
H 0.074 2.136 0.934
H 0.248 0.423 0.644
H -0.186 1.467 -1.502
H 1.395 0.760 -1.453
H 1.609 2.773 -2.632
H 2.450 2.951 -1.116
H 0.460 6.025 -2.340
H 1.670 4.946 -3.097
H -0.080 3.479 -3.933
H -0.799 5.058 -4.183
H -1.930 3.047 -2.595
H -2.296 4.744 -2.380
H -0.971 3.163 -0.428
H -1.081 4.911 -0.470
H 1.520 4.299 0.643
H 0.648 5.731 0.110
H 2.882 6.369 0.314
H 2.494 6.419 -1.377
H 4.080 4.155 -0.048
H 4.788 5.552 -0.851
H 3.865 4.405 -1.797
*
```



[3]
A structure of composition C20H41BeBr5F10MgN2O11P2S in a non-equilibrium geometry. Source: OMol25; level of theory: wB97M-V/def2-TZVPD.

The highest occupied orbital energy is -6.3 eV. The gap between HOMO and LUMO comes out at 1.11 eV. As for the total energy: -16887.760495 Eh.

```
! RIJCOSX wB97M-V def2-TZVPD def2/J DEFGRID3
* xyz 0 1
C 3.306 -7.161 0.919
C 3.438 -5.847 0.124
C 2.090 -5.153 0.161
O 2.056 -4.193 -0.880
P 0.662 -3.284 -1.106
C 0.395 -3.932 -2.839
N 1.616 -4.482 -3.435
N 1.483 -1.796 -0.857
C 2.003 -1.162 -2.088
C 3.155 -1.739 -2.868
O 1.449 -0.167 -2.477
C 2.464 -1.876 0.185
C 1.899 -1.919 1.596
O 3.653 -1.864 0.010
S -1.307 -2.111 -1.157
O -1.455 -1.392 -2.400
O -1.268 -1.184 -0.046
C -2.785 -3.224 -1.030
F -2.584 -4.092 -0.024
F -2.754 -3.984 -2.143
C -4.197 -2.556 -0.983
F -4.618 -2.430 -2.246
F -5.050 -3.410 -0.393
C -4.363 -1.159 -0.333
F -3.754 -0.188 -1.001
F -5.684 -0.874 -0.445
C -4.042 -1.065 1.201
F -5.190 -1.041 1.906
F -3.402 0.070 1.505
F -3.325 -2.078 1.663
H 4.265 -7.615 1.126
H 2.645 -7.831 0.373
H 2.776 -6.915 1.840
H 4.205 -5.229 0.575
H 3.694 -6.075 -0.907
H 2.027 -4.657 1.134
H 1.314 -5.919 0.085
H 0.135 -3.904 0.050
H -0.287 -4.773 -2.716
H 0.026 -3.184 -3.531
H 1.603 -5.488 -3.422
H 1.674 -4.147 -4.384
H 3.930 -0.998 -3.044
H 2.788 -2.041 -3.843
H 3.610 -2.574 -2.348
H 2.137 -0.953 2.027
H 0.831 -2.109 1.589
H 2.451 -2.694 2.114
F -2.080 0.504 3.314
Mg -3.656 1.195 3.772
Br 5.215 1.853 -3.338
C 3.820 2.217 -2.034
C 4.384 2.853 -0.794
Br 5.307 1.541 0.306
H 3.321 1.273 -1.846
H 3.129 2.894 -2.532
H 3.582 3.247 -0.174
H 5.097 3.644 -1.006
C -7.266 8.313 1.806
O -7.786 7.460 2.850
P -7.011 5.984 3.219
O -8.207 5.132 3.421
O -6.380 6.494 4.640
C -5.532 7.617 4.669
O -5.789 4.840 3.087
C -5.769 4.107 1.857
H -8.075 8.632 1.156
H -6.832 9.235 2.280
H -6.502 7.813 1.207
H -6.120 8.554 4.896
H -5.009 7.771 3.717
H -4.792 7.479 5.458
H -5.647 4.772 1.002
H -6.682 3.520 1.742
H -4.912 3.432 1.896
C 7.834 -3.043 0.825
C 7.058 -3.136 -0.471
C 7.149 -1.860 -1.280
O 5.715 -3.441 -0.203
H 7.419 -2.246 1.449
H 7.754 -3.973 1.389
H 8.888 -2.836 0.645
H 7.485 -4.042 -1.127
H 6.718 -1.030 -0.712
H 6.580 -1.949 -2.206
H 8.183 -1.620 -1.528
H 5.345 -2.717 0.325
Br 6.009 4.414 -4.233
Be -6.523 9.717 3.827
O -6.673 10.046 -0.664
H -7.545 10.359 -1.000
H -6.045 10.528 -1.207
Br 8.776 -4.783 -1.695
Br -7.636 10.462 -3.073
*
```



[4]
A structure of composition C20H41F12N5O13PtS4 in a non-equilibrium geometry. Source: OMol25; level of theory: wB97M-V/def2-TZVPD.

The highest occupied orbital energy (alpha / beta) is -9.0 / -9.2 eV. The gap between HOMO and LUMO (alpha / beta) comes out at 9.10 / 7.47 eV. As for the expectation value of S²: 2.00. As for the total energy: -4948.589043 Eh.

```
! RIJCOSX wB97M-V def2-TZVPD def2/J DEFGRID3
* xyz 0 3
Pt -20.851 17.349 -19.936
C -24.001 18.088 -22.947
F -24.714 18.832 -22.074
F -24.840 17.676 -23.933
F -23.133 18.983 -23.498
S -23.109 16.526 -22.133
O -24.097 15.494 -22.427
O -21.792 16.380 -22.814
N -22.773 17.086 -20.506
S -24.135 16.651 -19.814
O -25.416 16.944 -20.476
O -24.036 15.309 -19.297
C -24.114 17.793 -18.191
F -22.937 17.951 -17.705
F -24.670 19.000 -18.493
F -24.874 17.192 -17.192
C -18.887 14.830 -17.425
F -18.766 14.154 -16.272
F -17.711 15.303 -17.763
F -19.291 13.897 -18.268
S -20.176 16.207 -17.200
O -21.399 15.723 -17.827
O -20.349 16.352 -15.744
N -19.662 17.503 -18.210
S -18.629 18.355 -17.337
O -17.841 17.578 -16.346
O -17.770 19.079 -18.279
C -19.729 19.608 -16.291
F -20.230 20.539 -17.100
F -20.633 18.967 -15.621
F -18.991 20.304 -15.419
C -17.577 15.708 -24.596
C -18.513 16.569 -25.338
C -19.371 15.783 -26.271
O -20.505 15.042 -25.768
C -20.209 13.689 -25.457
N -19.404 17.187 -24.386
H -18.135 14.940 -24.060
H -17.049 16.332 -23.875
H -16.847 15.146 -25.179
H -18.067 17.379 -25.915
H -19.028 15.271 -27.170
H -19.871 16.579 -26.823
H -20.144 13.720 -24.369
H -19.298 13.313 -25.922
H -21.034 13.039 -25.748
H -19.917 17.813 -24.990
H -20.185 16.547 -24.389
C -21.006 14.092 -20.521
O -20.147 15.203 -20.409
C -18.928 15.211 -21.165
C -18.252 16.627 -21.095
N -19.290 17.602 -21.583
C -18.924 18.972 -21.509
C -20.164 19.833 -21.470
O -20.918 19.413 -20.324
C -21.736 20.449 -19.782
H -21.651 14.076 -19.642
H -20.373 13.206 -20.496
H -21.739 13.954 -21.317
H -19.203 15.004 -22.199
H -18.214 14.418 -20.946
H -17.360 16.581 -21.720
H -17.867 16.863 -20.103
H -19.265 17.438 -22.579
H -18.328 19.267 -22.373
H -18.235 19.167 -20.687
H -20.829 19.838 -22.333
H -19.957 20.889 -21.295
H -22.409 20.159 -18.975
H -22.375 20.804 -20.590
H -21.166 21.268 -19.345
C -14.441 12.568 -17.645
O -14.679 13.536 -18.650
C -13.611 13.863 -19.495
C -13.965 14.970 -20.533
N -15.169 15.798 -20.188
C -15.131 16.717 -19.063
C -14.093 17.847 -19.191
O -14.304 18.679 -20.333
C -15.292 19.615 -20.296
H -13.456 12.478 -17.186
H -14.735 11.707 -18.246
H -15.080 12.752 -16.781
H -13.252 12.980 -20.025
H -12.836 14.244 -18.830
H -13.978 14.531 -21.530
H -13.153 15.683 -20.679
H -15.727 15.080 -19.748
H -14.846 16.098 -18.212
H -16.079 17.241 -18.949
H -13.210 17.233 -19.369
H -13.851 18.356 -18.258
H -15.794 19.648 -19.329
H -16.031 19.593 -21.098
H -15.052 20.677 -20.320
*
```



[5]
A structure of composition C20H42AlN2O3 in a non-equilibrium geometry. Source: OMol25; level of theory: wB97M-V/def2-TZVPD.

The highest occupied orbital energy (alpha / beta) is -3.3 / -3.3 eV. The gap between HOMO and LUMO (alpha / beta) comes out at 5.50 / 5.09 eV. As for the expectation value of S²: 2.01. As for the total energy: -1364.691380 Eh.

```
! RIJCOSX wB97M-V def2-TZVPD def2/J DEFGRID3
* xyz -1 3
C -2.299 -3.924 -1.750
C -3.090 -3.006 -0.838
Al -5.084 -2.749 -1.419
O -5.878 -4.474 -1.193
H -2.789 -4.987 -1.926
H -1.299 -3.567 -2.248
H -2.631 -2.484 0.112
H -4.993 -2.361 -2.983
H -5.771 -1.622 -0.542
H -5.121 -5.124 -1.007
C 2.721 -1.344 2.827
C 1.824 -2.428 2.156
C 2.619 -3.753 1.976
C 3.638 -3.712 0.844
C 2.983 -3.261 -0.457
C 2.230 -1.913 -0.314
N 1.288 -1.893 0.858
O 0.161 -2.660 0.512
C 3.267 -0.766 -0.186
C 1.506 -1.605 -1.665
C 0.710 -2.705 3.216
H 2.443 -1.161 3.871
H 3.780 -1.621 2.828
H 2.626 -0.367 2.342
H 1.923 -4.579 1.776
H 3.135 -4.013 2.910
H 4.473 -3.053 1.103
H 4.070 -4.710 0.705
H 3.753 -3.183 -1.235
H 2.292 -4.045 -0.791
H 2.771 0.198 -0.014
H 3.853 -0.662 -1.109
H 3.994 -0.922 0.610
H 0.818 -2.401 -1.968
H 2.230 -1.501 -2.482
H 0.942 -0.666 -1.605
H 0.085 -1.814 3.380
H 1.146 -2.986 4.181
H 0.048 -3.535 2.931
C -1.085 4.776 -2.198
C -1.838 4.404 -0.885
C -1.171 5.097 0.337
C 0.148 4.462 0.763
C -0.021 2.962 0.981
C -0.635 2.242 -0.248
N -1.886 2.909 -0.749
O -2.924 2.593 0.146
C 0.426 2.177 -1.378
C -0.867 0.741 0.124
C -3.249 5.052 -1.062
H -1.652 5.479 -2.819
H -0.113 5.243 -2.003
H -0.922 3.908 -2.845
H -1.854 5.069 1.197
H -1.001 6.160 0.122
H 0.926 4.657 0.017
H 0.494 4.927 1.693
H 0.957 2.526 1.225
H -0.653 2.805 1.864
H 0.005 1.735 -2.290
H 1.277 1.550 -1.083
H 0.850 3.148 -1.634
H -1.507 0.617 1.003
H 0.081 0.246 0.365
H -1.320 0.193 -0.712
H -3.796 4.594 -1.900
H -3.166 6.126 -1.270
H -3.874 4.967 -0.162
*
```



[6]
A structure of composition C20H42BN2O10S2. Source: OMol25; level of theory: wB97M-V/def2-TZVPD.

The highest occupied orbital energy is -5.7 eV. The gap between HOMO and LUMO comes out at 8.07 eV. As for the total energy: -2470.462815 Eh.

```
! RIJCOSX wB97M-V def2-TZVPD def2/J DEFGRID3
* xyz -1 1
C -0.099 0.891 0.409
B -0.874 -0.044 -0.558
O -2.057 0.264 -1.138
S -0.295 -1.823 -0.889
O -0.843 -2.306 -2.145
O -0.689 -2.522 0.326
N 1.303 -1.850 -0.930
S 2.191 -1.105 -1.978
O 3.469 -1.779 -2.040
O 2.241 0.340 -1.749
C 1.483 -1.231 -3.619
C 2.316 -0.375 -4.587
C 1.695 1.001 -4.769
N 2.355 2.109 -4.123
O 0.675 1.164 -5.384
H 0.959 0.667 0.503
H -0.240 1.940 0.130
H -0.573 0.739 1.384
H -2.212 1.211 -1.261
H 0.446 -0.904 -3.583
H 1.493 -2.281 -3.903
H 2.366 -0.874 -5.556
H 3.331 -0.281 -4.201
H 2.338 1.877 -3.123
H 3.345 2.054 -4.359
C -4.092 -0.450 3.817
C -4.267 1.017 4.213
C -2.865 1.566 3.964
O -2.331 0.809 2.889
C -3.148 -0.336 2.625
H -5.027 -0.949 3.562
H -3.617 -1.006 4.628
H -4.988 1.502 3.551
H -4.597 1.159 5.242
H -2.231 1.439 4.850
H -2.858 2.623 3.688
H -3.699 -0.175 1.692
H -2.500 -1.201 2.488
C 2.931 -6.260 0.256
C 2.494 -4.906 -0.303
C 3.274 -4.849 -1.606
O 3.399 -6.213 -2.057
C 3.017 -7.099 -1.014
H 2.237 -6.677 0.987
H 3.916 -6.180 0.724
H 1.422 -4.898 -0.501
H 2.715 -4.060 0.343
H 4.272 -4.427 -1.461
H 2.772 -4.261 -2.369
H 2.042 -7.545 -1.251
H 3.753 -7.905 -0.950
C 4.009 2.866 3.275
C 3.908 1.671 4.222
C 2.474 1.211 3.977
O 2.184 1.526 2.623
C 3.192 2.376 2.083
H 5.032 3.124 3.002
H 3.541 3.745 3.725
H 4.611 0.892 3.919
H 4.099 1.919 5.266
H 1.772 1.742 4.633
H 2.335 0.139 4.123
H 3.807 1.804 1.382
H 2.706 3.181 1.530
C -5.583 3.634 -1.467
C -4.727 4.493 -2.399
C -3.333 3.938 -2.134
O -3.520 2.558 -1.817
C -4.899 2.277 -1.587
H -6.635 3.597 -1.747
H -5.513 4.006 -0.442
H -5.013 4.320 -3.439
H -4.796 5.561 -2.198
H -2.862 4.442 -1.283
H -2.663 4.009 -2.991
H -5.293 1.706 -2.433
H -4.983 1.663 -0.690
*
```